1.
Formula: C4H9NO
Source: OMol25
Level of theory: wB97M-V/def2-TZVPD

Cartesian coordinates (Å):
C -1.171 1.007 0.249
N -0.308 0.378 -0.746
C -1.032 -0.367 -1.761
C 1.023 0.029 -0.446
C 1.289 -0.593 0.762
O 0.593 -0.449 1.924
H -0.570 1.590 0.938
H -1.873 1.669 -0.263
H -1.760 0.286 0.826
H -0.332 -0.783 -2.480
H -1.534 -1.229 -1.320
H -1.740 0.275 -2.272
H 1.763 0.683 -0.911
H 2.194 -1.207 0.851
H -0.012 -0.944 1.259

Calculated values
Energy relative to the best compared isomer or geometry (same formula, charge and spin) (kcal per mole): 81.1
Total charge: +1
HOMO energy (spin up / spin down) (hartree): -0.5400 / -0.5418
LUMO energy (spin up / spin down) (eV): -4.90 / -7.50
2S+1: 2
DFT total energy (Ha): -287.371544



2.
Formula: C19H32N4O3
Source: OMol25
Level of theory: wB97M-V/def2-TZVPD

Cartesian coordinates (Å):
C 4.920 -3.527 0.378
H 5.293 -2.551 0.078
H 4.833 -4.154 -0.506
H 5.648 -3.980 1.046
C 3.575 -3.408 1.103
N 2.474 -2.822 0.352
C 2.668 -1.425 -0.013
H 3.533 -1.289 -0.683
C 2.825 -0.484 1.183
C 1.661 -0.594 2.175
N 0.424 -0.203 1.558
C -0.586 -0.969 1.186
C -1.674 -0.403 0.483
C -2.821 -1.200 0.101
O -3.030 -2.381 0.315
N -3.796 -0.504 -0.601
C -3.824 0.814 -0.959
O -4.758 1.285 -1.567
N -2.715 1.540 -0.574
C -1.646 1.002 0.123
O -0.705 1.753 0.404
C -2.720 2.963 -0.941
C -2.702 3.875 0.285
C -2.852 5.325 -0.167
C -1.732 5.701 -1.133
C -1.735 4.769 -2.342
C -1.581 3.318 -1.896
H -0.625 3.188 -1.389
H -1.609 2.651 -2.761
H -0.919 5.033 -3.018
H -2.674 4.884 -2.887
H -0.772 5.622 -0.619
H -1.855 6.735 -1.461
H -2.830 5.984 0.704
H -3.817 5.453 -0.661
H -1.759 3.752 0.818
H -3.519 3.601 0.956
H -3.670 3.107 -1.466
H -4.606 -1.050 -0.873
C -0.516 -2.412 1.551
H 0.434 -2.823 1.210
H -0.570 -2.514 2.635
H -1.339 -2.964 1.114
H 0.343 0.778 1.250
H 1.846 0.083 3.016
H 1.598 -1.613 2.553
H 2.869 0.537 0.797
H 3.758 -0.678 1.711
H 1.779 -1.118 -0.572
C 2.072 -3.595 -0.820
C 1.676 -5.031 -0.495
H 1.183 -5.466 -1.360
H 0.984 -5.054 0.343
H 2.541 -5.645 -0.257
H 1.200 -3.088 -1.244
H 2.856 -3.598 -1.596
H 3.713 -2.809 2.007
H 3.253 -4.400 1.425

Calculated values
Energy relative to the best compared isomer or geometry (same formula, charge and spin) (kcal per mole): 0.0
SMILES string: CCN(CC)CCCN/C(C)=C1/C(=O)NC(=O)N(C2CCCCC2)C1=O
HOMO energy (hartree): -0.3161
LUMO energy (eV): 0.63
DFT total energy (Ha): -1188.029407



3.
Formula: C20H16MnN4O8S
Source: OMol25
Level of theory: wB97M-V/def2-TZVPD

Cartesian coordinates (Å):
Mn -1.173 0.519 -0.920
O -1.950 -3.775 -1.550
C -1.663 -4.137 -0.295
C -1.719 -5.515 -0.025
C -1.485 -6.003 1.244
C -1.189 -5.137 2.294
C -1.123 -3.780 2.030
C -1.338 -3.263 0.754
C -1.232 -1.790 0.513
O -1.070 -1.430 -0.706
N -1.281 -0.985 1.542
N -1.186 0.339 1.053
C -1.099 1.279 1.931
C -1.014 2.696 1.600
C -0.844 3.594 2.659
C -0.777 4.957 2.468
C -0.893 5.436 1.155
C -1.069 4.583 0.095
C -1.135 3.169 0.265
O -1.314 2.426 -0.777
H -1.954 -2.800 -1.662
H -1.968 -6.172 -0.847
H -1.542 -7.071 1.421
H -1.012 -5.513 3.293
H -0.895 -3.071 2.814
H -1.104 0.994 2.985
H -0.761 3.186 3.661
H -0.641 5.632 3.302
H -0.841 6.504 0.969
H -1.160 4.952 -0.919
O -3.713 0.850 -3.597
S -2.879 0.013 -2.768
O -2.992 -1.411 -3.051
O -3.092 0.276 -1.277
O -1.393 0.436 -2.846
N 5.860 0.155 -0.661
C 5.041 0.979 -1.457
O 5.583 1.754 -2.255
C 3.618 0.877 -1.249
C 2.722 1.587 -2.093
C 1.374 1.456 -1.931
N 0.808 0.673 -0.966
C 1.654 0.003 -0.143
C 3.016 0.072 -0.243
H 6.784 0.083 -1.066
H 5.465 -0.737 -0.406
H 3.116 2.220 -2.875
H 0.669 1.967 -2.573
H 1.191 -0.605 0.624
H 3.601 -0.475 0.484

Calculated values
Energy relative to the best compared isomer or geometry (same formula, charge and spin) (kcal per mole): 4.2
Total charge: -2
HOMO energy (spin up / spin down) (hartree): -0.0254 / -0.0397
LUMO energy (spin up / spin down) (eV): 4.23 / 4.37
2S+1: 2
DFT total energy (Ha): -3142.044519